[1]
ORCA calculation (ωB97M-V/def2-TZVPD) on C33H55IrN6O3PS as an isolated structure.

Results
**HOMO level (spin up / spin down)**: -13.512 / -13.448 eV
**Charge**: +2
**<S²>**: 0.782
**ΔE to the lowest compared entry with this formula, charge and spin**: 12.0 kcal per mole
**Multiplicity**: 2
**E_LUMO (spin up / spin down)**: -6.59 / -6.70 eV

Element x y z (Å)
1 Ir -0.24 0.46 0.06
2 S -1.63 1.46 1.57
3 P -2.71 -0.65 -2.22
4 O -1.16 -2.12 0.98
5 O 2.42 1.62 1.21
6 O -1.73 -2.55 4.50
7 N -1.66 -0.68 3.23
8 N -0.14 -1.34 0.94
9 N -2.04 1.42 4.14
10 N 1.54 0.57 1.11
11 N -1.57 -0.14 -1.16
12 N 0.18 2.35 -0.88
13 C -3.63 0.34 -4.73
14 C 0.67 0.10 4.87
15 C 1.96 -0.55 1.60
16 C -0.11 -1.45 6.55
17 C -2.81 1.06 5.35
18 C 1.75 0.00 7.02
19 C -1.18 0.03 -4.44
20 C 0.98 -1.63 1.55
21 C 0.87 -0.99 7.42
22 C -2.47 0.44 -3.73
23 C -3.06 -2.92 -3.85
24 C -0.22 -0.90 5.28
25 C -2.90 -3.33 -1.39
26 C -4.31 -0.95 0.02
27 C -5.53 -1.09 -2.21
28 C -4.28 1.39 5.18
29 C -1.74 0.64 3.12
30 C -2.37 -2.46 -2.55
31 C 0.15 3.52 -0.21
32 C 0.62 4.69 -0.76
33 C 1.15 4.71 -2.06
34 C -4.39 -0.41 -1.44
35 C -4.55 2.85 4.84
36 C -4.70 1.10 -1.36
37 C 1.17 3.49 -2.73
38 C -1.26 -1.46 4.38
39 C 1.19 -2.93 2.25
40 C -2.35 1.91 -3.28
41 C 3.28 -0.74 2.25
42 C -0.86 -2.72 -2.64
43 C 1.66 0.54 5.74
44 C 0.69 2.35 -2.12
45 C 1.64 5.97 -2.69
46 H -2.40 -3.10 -0.45
47 H 0.79 6.54 -3.07
48 H -0.72 -3.80 -2.70
49 H -5.60 1.21 -0.76
50 H 2.36 1.30 5.42
51 H -1.86 2.03 -2.32
52 H 2.05 2.33 0.66
53 H -5.00 -1.79 0.14
54 H -4.18 3.12 3.84
55 H -0.80 -2.23 6.85
56 H -2.37 1.62 6.17
57 H -0.34 -2.37 -1.76
58 H 0.94 -1.41 8.42
59 H -2.92 -4.00 -3.92
60 H -0.32 -0.03 -3.77
61 H 1.94 -3.53 1.74
62 H 3.99 0.03 1.94
63 H -0.40 -2.29 -3.53
64 H -5.62 3.06 4.84
65 H 3.68 -1.72 2.01
66 H -1.95 2.41 3.96
67 H 0.72 1.40 -2.62
68 H 3.16 -0.69 3.33
69 H 0.61 0.52 3.88
70 H -5.60 -0.75 -3.25
71 H -4.13 -2.74 -3.85
72 H -3.90 1.66 -0.87
73 H 2.15 6.60 -1.96
74 H -3.32 2.39 -3.22
75 H -0.26 3.50 0.78
76 H -4.71 0.73 4.42
77 H -2.63 -2.49 -4.74
78 H -4.57 0.72 -4.32
79 H 2.31 5.77 -3.52
80 H -0.96 0.78 -5.21
81 H -3.32 -1.29 0.31
82 H -3.38 0.97 -5.58
83 H 0.25 -3.49 2.26
84 H -3.97 -3.26 -1.26
85 H 1.52 -2.77 3.28
86 H -4.61 -0.17 0.71
87 H -4.90 1.54 -2.33
88 H -4.09 3.52 5.57
89 H -3.79 -0.67 -5.11
90 H 2.52 0.35 7.70
91 H -1.78 2.45 -4.04
92 H -2.67 -4.37 -1.65
93 H -2.67 0.01 5.56
94 H -5.46 -2.17 -2.20
95 H -1.81 -1.26 2.38
96 H -6.46 -0.82 -1.72
97 H -4.77 1.14 6.12
98 H -1.27 -0.93 -4.95
99 H 0.57 5.60 -0.18
100 H 1.58 3.41 -3.73

Here are the Mulliken charges for atoms 1 to 8, given in e: 1.185 -0.718 -0.467 -0.898 -0.583 -0.516 0.510 0.352


[2]
ORCA calculation (ωB97M-V/def2-TZVPD) on C31H34IrN6O4S2Si as an isolated structure in a non-equilibrium geometry.

Results
**HOMO level**: -5.054 eV
**Charge**: -1
**ΔE to the lowest compared entry with this formula, charge and spin**: 50.5 kcal per mole
**E_LUMO**: 2.34 eV

Element x y z (Å)
1 Ir 0.38 -0.02 0.21
2 S 2.02 1.26 1.54
3 S 2.93 0.53 4.24
4 Si -1.63 0.64 -2.16
5 O -0.91 1.23 1.64
6 O 1.83 -0.37 -1.32
7 O 3.60 -0.84 2.20
8 O -0.43 -1.24 1.94
9 N 4.61 1.54 -4.60
10 N 3.19 1.45 -1.41
11 N -1.45 0.67 2.63
12 N -0.66 -1.70 -1.12
13 N -1.19 -0.57 2.76
14 N 1.96 -2.08 -4.37
15 C -1.52 -4.41 -1.59
16 C -0.94 -1.07 -2.43
17 C -4.74 0.85 0.62
18 C -3.15 2.08 -4.15
19 C -1.82 -1.29 3.82
20 C 2.99 0.02 -3.30
21 C -1.74 -2.67 3.81
22 C -0.91 1.50 -4.77
23 C 2.63 0.37 -1.97
24 C 0.37 -2.75 -1.23
25 C -3.32 2.73 -5.37
26 C -0.10 -3.98 -2.01
27 C -2.50 -0.62 4.84
28 C 3.73 -1.13 0.81
29 C -3.32 0.52 -1.31
30 C -5.63 -0.21 -1.34
31 C -2.35 -3.40 4.83
32 C 2.88 0.20 2.62
33 C -1.07 2.16 -5.99
34 C -0.34 1.46 -1.14
35 C 2.44 -1.14 -3.89
36 C -1.95 1.45 -3.83
37 C -3.52 1.00 -0.02
38 C -3.02 -2.74 5.85
39 C 3.89 0.83 -4.04
40 C -3.09 -1.36 5.85
41 C -2.28 2.77 -6.29
42 C -1.91 -2.22 -0.46
43 C -1.90 -3.74 -0.28
44 C -4.40 -0.08 -1.96
45 C -5.80 0.24 -0.03
46 H -4.86 1.20 1.64
47 H -6.76 0.13 0.46
48 H -3.97 2.07 -3.44
49 H 1.24 -2.32 -1.71
50 H -0.07 -3.76 -3.08
51 H 4.37 -2.00 0.75
52 H -2.29 -4.48 4.83
53 H -2.70 1.49 0.50
54 H 4.18 -0.29 0.28
55 H 0.01 -0.96 -2.95
56 H 0.04 1.02 -4.55
57 H 0.62 -4.78 -1.84
58 H -1.21 -3.16 3.01
59 H 2.77 -1.34 0.36
60 H -3.61 -0.84 6.64
61 H -0.25 2.19 -6.70
62 H -6.46 -0.68 -1.86
63 H -2.54 0.46 4.82
64 H -2.41 3.28 -7.24
65 H -2.76 -1.96 -1.08
66 H -2.90 -4.04 0.04
67 H -1.21 -4.02 0.52
68 H 2.81 1.76 -0.52
69 H -2.04 -1.74 0.50
70 H 0.66 -3.04 -0.22
71 H 3.73 2.09 -1.97
72 H -2.25 -4.11 -2.35
73 H 0.54 1.74 -1.73
74 H -3.48 -3.31 6.65
75 H -4.27 3.20 -5.61
76 H -1.57 -1.71 -3.07
77 H -0.67 2.32 -0.56
78 H -1.58 -5.50 -1.49
79 H -4.28 -0.45 -2.98

Here are the Mulliken charges for atoms 1 to 8, given in e: 2.208 -0.534 -0.325 -0.553 -0.491 -0.191 -0.408 -0.970


[3]
ORCA calculation (ωB97M-V/def2-TZVPD) on C42H29Cl3InN2O7Te as an isolated structure.

Results
**HOMO level**: -5.215 eV
**Charge**: -1
**E_LUMO**: -0.23 eV

Element x y z (Å)
1 Te 0.87 -3.39 2.29
2 In -1.66 -1.06 -1.84
3 Cl -3.23 1.37 -2.77
4 Cl -3.83 2.85 -7.93
5 Cl 0.01 -0.68 -6.56
6 O -3.79 1.79 0.42
7 O 2.45 -7.33 -5.39
8 O 3.71 -7.32 -3.52
9 O -1.13 0.77 -0.35
10 O -1.03 -0.31 -3.83
11 O 0.19 -3.69 0.32
12 O 2.30 -4.31 0.22
13 N -0.26 -4.55 -2.21
14 N 0.38 -1.36 1.51
15 C 5.10 -0.12 0.20
16 C 0.48 -5.79 -4.12
17 C 1.69 -2.04 3.77
18 C 0.98 -0.24 1.31
19 C 3.67 -0.92 4.57
20 C 3.02 -1.31 0.35
21 C 1.69 -6.12 -3.53
22 C -1.31 3.14 2.38
23 C -2.44 5.11 0.11
24 C -0.45 -5.02 -3.44
25 C -1.68 2.43 1.26
26 C -0.88 1.35 0.76
27 C 1.53 -0.40 5.53
28 C 0.21 3.61 4.37
29 C 3.14 0.99 1.06
30 C 2.90 -0.20 5.47
31 C -5.12 5.66 -0.34
32 C -1.66 0.39 -4.72
33 C 2.73 -7.02 -4.22
34 C -0.17 2.83 3.14
35 C 0.56 1.74 2.72
36 C 0.93 -4.85 -1.65
37 C 0.92 -1.30 4.67
38 C -3.01 1.91 -6.70
39 C 1.18 -4.28 -0.31
40 C -1.04 -1.46 1.89
41 C -3.41 2.00 -5.39
42 C -1.95 1.09 -7.06
43 C -1.31 0.35 -6.09
44 C -4.17 6.66 -0.48
45 C -2.74 1.25 -4.44
46 C 4.36 -1.28 0.00
47 C 0.23 1.01 1.58
48 C -4.73 4.38 0.03
49 C 2.41 -0.19 0.91
50 C -3.01 2.69 0.62
51 C 3.07 -1.85 3.73
52 C -2.83 6.39 -0.26
53 C 1.91 -5.61 -2.25
54 C 4.48 1.02 0.71
55 C -1.14 -2.81 2.61
56 C -3.39 4.10 0.27
57 H 3.69 -2.43 3.05
58 H 1.21 4.04 4.29
59 H 1.42 1.42 3.31
60 H 4.81 -2.15 -0.45
61 H -6.17 5.87 -0.52
62 H 2.66 1.88 1.43
63 H 6.15 -0.09 -0.07
64 H 2.84 -5.84 -1.75
65 H -1.64 -1.46 0.98
66 H -4.24 2.63 -5.10
67 H 3.37 0.53 6.12
68 H -1.77 -3.54 2.10
69 H -0.49 4.43 4.54
70 H 4.74 -0.77 4.52
71 H 5.05 1.93 0.84
72 H -2.09 7.16 -0.39
73 H 0.93 0.16 6.23
74 H -1.40 -4.76 -3.89
75 H 0.29 -6.15 -5.13
76 H 2.46 -2.20 0.14
77 H -5.45 3.58 0.13
78 H -0.15 -1.43 4.73
79 H -1.95 3.96 2.71
80 H -1.40 -2.77 3.66
81 H -1.63 1.02 -8.09
82 H -4.48 7.66 -0.77
83 H 0.20 2.98 5.27
84 H -1.39 4.88 0.27
85 H -1.34 -0.61 2.50

Here are the Mulliken charges for atoms 1 to 8, given in e: 0.604 0.780 -0.111 -0.262 -0.214 -0.689 -0.731 -0.728